Below is a 7-piece molecular cluster, C43H34Br2O27S overall, with properties calculated with the ωB97M-V functional and the def2-TZVPD basis.

Computed properties:
SMILES: C/C(Br)=C(/Br)[C@H]1CCOS(=O)(=O)C1.O=C1C=C(O)C(=O)C=C1O.O=C1C=C(O)C(=O)C=C1O.O=C1C=C(O)C(=O)C=C1O.O=C1C=C(O)C(=O)C=C1O.O=C1C=C(O)C(=O)C=C1O.O=C1C=C(O)C(=O)C=C1O
HOMO energy (Eh): -0.3419
LUMO energy (Ha): -0.064
Gap between HOMO and LUMO (eV): 7.56
F_max (eV Å⁻¹): 6.6

```
! wB97M-V def2-TZVPD RIJCOSX def2/J DEFGRID3
* xyz 0 1
C -1.014 1.266 5.698
C -0.780 1.769 4.191
Br 1.127 2.146 3.747
C -1.816 1.908 3.251
Br -1.302 2.516 1.423
C -3.306 1.616 3.649
C -4.199 2.940 3.892
C -5.444 2.437 4.795
O -6.390 1.626 4.060
S -5.690 0.260 3.410
O -6.618 -0.506 2.499
O -5.310 -0.707 4.513
C -4.121 0.776 2.526
H -1.432 2.107 6.350
H -1.771 0.405 5.712
H -0.055 0.827 6.127
H -3.426 1.002 4.606
H -3.608 3.757 4.422
H -4.573 3.307 2.883
H -5.044 1.927 5.740
H -5.985 3.383 5.120
H -4.433 1.477 1.693
H -3.537 -0.121 2.150
O -10.806 2.286 -0.235
C -9.619 2.491 -0.062
C -9.119 3.401 0.973
C -7.810 3.611 1.117
O -7.329 4.449 2.072
C -6.812 2.937 0.237
O -5.623 3.168 0.388
C -7.309 2.010 -0.782
C -8.619 1.797 -0.924
O -9.096 0.941 -1.860
H -9.853 3.886 1.603
H -6.359 4.430 1.969
H -6.574 1.514 -1.401
H -10.067 0.964 -1.761
O 1.286 -0.492 2.299
C 2.058 -1.433 2.242
C 1.617 -2.794 1.927
C 2.494 -3.801 1.891
O 2.103 -5.066 1.599
C 3.942 -3.581 2.171
O 4.708 -4.528 2.146
C 4.387 -2.216 2.462
C 3.511 -1.208 2.494
O 3.907 0.061 2.760
H 0.564 -2.941 1.728
H 2.917 -5.604 1.639
H 5.442 -2.067 2.645
H 3.093 0.601 2.727
O 3.185 4.061 -3.955
C 3.096 3.798 -2.769
C 2.391 2.612 -2.275
C 2.304 2.370 -0.966
O 1.655 1.273 -0.492
C 2.911 3.291 0.037
O 2.794 3.044 1.224
C 3.636 4.465 -0.456
C 3.727 4.705 -1.766
O 4.396 5.785 -2.242
H 1.953 1.952 -3.012
H 1.728 1.324 0.482
H 4.088 5.115 0.281
H 4.314 5.733 -3.213
O -0.838 -2.866 -7.757
C -0.305 -2.066 -7.009
C -0.665 -1.953 -5.592
C -0.068 -1.051 -4.810
O -0.387 -0.934 -3.496
C 0.977 -0.131 -5.344
O 1.488 0.693 -4.604
C 1.355 -0.260 -6.753
C 0.760 -1.164 -7.534
O 1.096 -1.302 -8.844
H -1.426 -2.625 -5.219
H 0.178 -0.217 -3.153
H 2.124 0.401 -7.120
H 0.523 -2.016 -9.184
O 8.913 -0.995 -8.884
C 7.724 -1.009 -8.620
C 6.739 -1.696 -9.460
C 5.443 -1.672 -9.143
O 4.516 -2.304 -9.906
C 4.951 -0.949 -7.936
O 3.757 -0.936 -7.692
C 5.937 -0.281 -7.083
C 7.234 -0.308 -7.398
O 8.162 0.302 -6.620
H 7.108 -2.215 -10.334
H 3.659 -2.135 -9.468
H 5.569 0.225 -6.201
H 9.018 0.139 -7.061
O 0.890 -1.727 6.077
C 1.018 -2.868 6.484
C 1.860 -3.204 7.635
C 1.985 -4.471 8.037
O 2.757 -4.800 9.101
C 1.282 -5.583 7.335
O 1.435 -6.728 7.720
C 0.421 -5.244 6.199
C 0.293 -3.977 5.799
O -0.501 -3.643 4.750
H 2.366 -2.389 8.134
H 2.683 -5.770 9.186
H -0.098 -6.057 5.709
H -0.421 -2.674 4.662
*
```